This record from the Open Molecules 2025 dataset describes a cluster of 2 separate species, C4H12N2O in total. The level of theory is wB97M-V/def2-TZVPD.

Each line ends with the natural charge from an NBO analysis.
CARTESIAN COORDINATES (ANGSTROEM)
O 1.74 -0.55 -2.25  -0.72
N -1.84 -0.02 1.24  -0.65
N -1.31 0.67 0.18  -0.24
C -0.14 1.23 0.32  -0.01
C 1.19 -1.10 -1.09  -0.04
C 0.51 1.59 1.63  -0.69
C -0.18 -1.68 -1.26  -0.68
H 1.08 0.03 -2.65  0.46
H 0.10 1.89 -0.51  0.20
H -2.83 -0.15 1.11  0.37
H -0.33 -2.11 -2.25  0.21
H -0.91 -0.84 -1.00  0.24
H -1.62 0.34 2.17  0.35
H 1.92 -1.80 -0.70  0.18
H 0.90 0.70 2.12  0.23
H -0.20 2.07 2.31  0.22
H 0.98 -0.12 -0.34  0.15
H -0.38 -2.44 -0.51  0.22
H 1.32 2.30 1.47  0.23

Computed properties:
SMILES	C/C=N\N.CCO
ΔE to the lowest compared entry with this formula, charge and spin	3.370	eV
net charge	0

---

This record from the Open Molecules 2025 dataset describes a cluster of 2 separate species, C7H14IN2 in total. The level of theory is wB97M-V/def2-TZVPD.

Each line ends with the natural charge from an NBO analysis.
CARTESIAN COORDINATES (ANGSTROEM)
I 4.61 -0.40 0.57  0.42
N -0.26 -1.41 -1.06  -0.50
N 1.43 0.23 -1.00  -0.75
C 4.26 0.77 -1.17  0.10
C -1.93 -0.24 1.73  -0.62
C -1.35 -1.56 -0.37  0.42
C -2.61 -1.80 -1.14  -0.67
C 1.09 -0.99 -1.16  0.30
C -1.36 -1.52 1.17  -0.49
C 4.37 2.20 -1.18  -0.80
H 1.81 -1.94 -1.40  0.21
H -0.28 -1.48 1.57  0.23
H -1.33 0.63 2.00  0.22
H 3.85 2.70 -0.29  0.31
H -2.77 0.07 1.01  0.20
H -3.41 -1.57 -0.50  0.22
H 4.06 0.08 -2.01  0.23
H -2.01 -2.41 1.57  0.24
H 0.77 0.96 -0.72  0.39
H 5.36 2.43 -0.94  0.31
H -2.68 -2.90 -1.30  0.25
H -2.62 -1.18 -2.06  0.25
H -2.43 -0.42 2.67  0.23
H 4.03 2.63 -2.11  0.28

Computed properties:
ΔE to the lowest compared entry with this formula, charge and spin	4.811	eV
net charge	+1

---

This record from the Open Molecules 2025 dataset describes a structure of composition C31H32N10O3S2W. The level of theory is wB97M-V/def2-TZVPD.

Each line ends with the Löwdin charge.
CARTESIAN COORDINATES (ANGSTROEM)
W 0.19 -0.05 0.12  1.34
S 1.08 -2.42 0.34  0.86
S -2.08 0.04 -0.73  0.73
O 1.53 -0.14 1.80  -0.24
O 3.12 0.45 -2.30  0.08
O -2.80 0.08 5.94  0.10
N -0.54 -0.06 5.95  0.18
N -0.67 -4.09 -4.30  0.15
N 0.11 -2.25 -2.09  0.02
N 0.34 1.63 -1.43  -0.02
N 0.26 -0.89 -1.91  -0.14
N 2.35 0.27 -0.15  0.02
N -1.01 -1.07 1.84  -0.12
N -0.65 1.67 1.33  -0.02
N 4.64 0.31 -0.61  -0.03
N 0.55 -4.38 -1.39  0.15
C -4.09 2.44 2.58  -0.01
C -1.80 -0.97 4.09  -0.10
C 1.53 2.66 1.98  -0.02
C 3.33 0.34 -1.10  -0.46
C -2.84 -2.44 2.53  0.00
C -2.04 1.71 1.45  -0.23
C -2.81 -1.88 3.79  0.05
C 2.62 0.01 1.14  -0.57
C -2.68 2.41 2.49  -0.15
C 0.42 1.27 -2.72  -0.23
C 0.48 2.19 -3.75  0.04
C 0.06 2.44 2.16  -0.30
C 0.51 -0.77 -4.33  0.02
C -2.83 1.03 0.50  -0.56
C 4.91 0.09 0.70  -0.01
C 0.40 -0.17 -2.97  -0.25
C -1.10 -4.65 -5.19  -0.20
C -1.94 -2.00 1.58  -0.17
C -0.53 3.13 3.24  0.00
C -0.92 -0.61 3.09  -0.07
C -1.77 -0.29 5.43  -0.50
C -1.64 -5.38 -6.33  -0.03
C 0.44 3.92 -2.12  0.00
C -4.84 1.80 1.63  -0.04
C 0.50 3.55 -3.45  0.00
C 5.71 0.44 -1.60  0.01
C 3.94 -0.08 1.63  0.04
C -1.88 3.09 3.43  0.04
C -4.21 1.10 0.59  -0.08
C 0.36 2.94 -1.15  -0.08
C 0.55 -3.08 -1.13  -0.73
H -2.34 3.61 4.26  0.14
H 0.82 -5.02 -0.67  0.12
H 0.90 -0.06 -5.05  0.09
H -4.55 2.98 3.39  0.13
H 0.26 -4.73 -2.29  0.09
H 0.44 4.96 -1.83  0.13
H -1.96 -6.37 -6.01  0.10
H -0.46 -1.13 -4.67  0.11
H 1.20 -1.62 -4.30  0.10
H -0.88 -5.47 -7.10  0.10
H -5.92 1.83 1.67  0.12
H 6.67 0.43 -1.08  0.10
H 0.55 4.28 -4.24  0.13
H 0.24 -0.64 5.67  0.11
H 0.27 3.22 -0.12  0.10
H 4.15 -0.28 2.66  0.13
H -4.80 0.59 -0.16  0.11
H -0.17 -2.62 -3.00  0.07
H 1.73 3.73 2.07  0.11
H -3.58 -3.18 2.26  0.12
H 5.67 -0.38 -2.31  0.10
H -0.14 0.10 3.29  0.11
H 1.89 2.32 1.01  0.06
H -0.52 0.31 6.89  0.12
H -3.54 -2.14 4.55  0.14
H 5.60 1.38 -2.14  0.10
H 2.10 2.16 2.76  0.10
H 0.11 3.69 3.89  0.13
H 5.96 0.05 0.96  0.14
H -1.98 -2.37 0.57  0.08
H 0.52 1.87 -4.78  0.12
H -2.50 -4.84 -6.73  0.10

Computed properties:
ΔE to the lowest compared entry with this formula, charge and spin	0.000	eV
net charge	+2

---

This record from the Open Molecules 2025 dataset describes a cluster of 2 separate species, C6H13N5O in total. The level of theory is wB97M-V/def2-TZVPD.

Each line ends with the natural charge from an NBO analysis.
CARTESIAN COORDINATES (ANGSTROEM)
O -5.51 3.00 -2.67  -0.47
N -4.88 0.80 -2.84  -0.06
N -3.95 0.06 -2.40  -0.06
N -4.57 2.04 -2.48  0.08
N 1.22 -0.86 -0.02  -0.62
N -3.11 0.74 -1.61  -0.28
C 2.92 -1.20 1.69  0.03
C -3.50 2.01 -1.71  0.10
C 0.29 0.08 -0.66  -0.41
C 1.92 -0.26 1.10  -0.25
C 4.20 -0.87 1.83  -0.41
C 2.37 -2.46 2.28  -0.65
H 1.92 -3.10 1.52  0.21
H -3.10 2.86 -1.17  0.22
H 3.17 -3.00 2.78  0.22
H -0.59 0.30 -0.05  0.17
H 0.65 -1.65 0.29  0.35
H -0.05 -0.37 -1.60  0.21
H 1.25 0.06 1.90  0.16
H 4.62 0.09 1.45  0.20
H 2.44 0.65 0.76  0.19
H 1.60 -2.21 3.02  0.21
H -5.01 3.85 -2.74  0.49
H 0.82 1.01 -0.90  0.18
H 4.89 -1.59 2.24  0.19

Computed properties:
SMILES	C=C(C)CNC.On1cnnn1
ΔE to the lowest compared entry with this formula, charge and spin	3.908	eV
net charge	0

---

This record from the Open Molecules 2025 dataset describes a structure of composition C2H4InLiO2. The level of theory is wB97M-V/def2-TZVPD.

Each line ends with the Mulliken spin population.
CARTESIAN COORDINATES (ANGSTROEM)
In 1.01 0.03 3.27  0.00
O 0.82 -0.20 1.29  0.11
O -0.83 1.37 -0.78  0.17
C -0.13 -0.90 0.52  0.62
C -0.21 -0.45 -0.83  0.04
Li 0.70 1.74 0.28  0.01
H -1.12 1.57 -1.67  -0.01
H -0.86 -1.04 -1.48  0.01
H -0.13 -1.99 0.67  0.02
H 0.76 -0.12 -1.26  0.04

Computed properties:
calculated total energy	-426.4610	a.u.
spin multiplicity	2
net charge	+1

---

This record from the Open Molecules 2025 dataset describes the molecule C8H8INO2. The level of theory is wB97M-V/def2-TZVPD.

Each line ends with the natural charge from an NBO analysis.
CARTESIAN COORDINATES (ANGSTROEM)
I -1.57 3.18 0.98  -0.05
O -3.06 -0.93 0.59  -0.36
O -3.15 0.74 1.99  -0.33
N -2.72 0.16 1.01  0.46
C 0.79 0.41 -0.40  -0.19
C 1.13 -1.06 1.91  -0.20
C -0.27 0.23 0.45  -0.11
C -1.71 0.78 0.19  0.20
C -2.22 0.98 -1.17  -0.71
C -0.06 -0.48 1.60  -0.19
C 1.97 -0.26 -0.13  -0.20
C 2.15 -0.99 1.01  -0.19
H -3.24 1.31 -1.21  0.25
H 3.16 -1.50 1.25  0.22
H -2.33 -0.02 -1.70  0.24
H -0.83 -0.61 2.47  0.23
H -1.69 1.46 -1.93  0.25
H 1.24 -1.65 2.90  0.23
H 2.81 0.07 -0.68  0.21
H 0.85 0.80 -1.37  0.23

Computed properties:
SMILES	C[C@](I)(c1ccccc1)[N+](=O)[O-]
ΔE to the lowest compared entry with this formula, charge and spin	3.900	eV
net charge	0

---

This record from the Open Molecules 2025 dataset describes a structure of composition C13H4Cl5NO8RuS4SbSe. The level of theory is wB97M-V/def2-TZVPD.

Each line ends with the Mulliken spin population.
CARTESIAN COORDINATES (ANGSTROEM)
Sb 4.17 -1.67 3.27  -0.01
Ru 2.18 -0.61 0.89  2.77
Se 2.16 -3.59 0.31  0.00
Cl 0.31 1.50 -4.53  0.00
Cl 1.02 -0.32 -2.08  0.01
Cl 1.94 5.83 -1.77  0.00
Cl 2.64 3.99 0.67  0.00
Cl 0.78 4.57 -4.38  0.00
S -2.72 1.50 0.73  0.00
S 2.40 -0.21 3.64  0.44
S 5.94 -0.46 4.46  0.96
S 4.39 -0.43 1.10  0.52
O 2.76 -2.51 -0.77  0.07
O 0.14 -0.78 0.87  0.03
O 0.61 -3.97 0.03  0.00
O -3.24 2.07 1.95  0.00
O 3.11 -4.83 0.69  0.01
O -2.97 2.24 -0.48  0.00
O 2.06 1.23 0.24  0.07
O 2.16 -2.47 1.66  0.08
N -1.13 1.14 0.87  0.02
C 1.68 4.13 -1.86  -0.01
C -4.66 -2.06 0.20  0.00
C -2.18 -0.98 0.62  -0.01
C 1.16 3.57 -3.03  0.02
C 0.96 2.20 -3.09  -0.01
C -0.94 -0.15 0.81  0.00
C 1.78 1.92 -0.82  0.00
C -3.30 -0.17 0.55  0.00
C 1.99 3.32 -0.78  0.02
C -2.27 -2.35 0.46  0.00
C -4.56 -0.68 0.34  0.00
C -3.54 -2.88 0.26  0.00
C 1.26 1.38 -2.00  0.00
H -5.43 -0.04 0.29  0.00
H -1.37 -2.96 0.48  -0.01
H -5.64 -2.51 0.04  0.00
H -3.66 -3.95 0.13  0.00

Computed properties:
spin multiplicity	6
ΔE to the lowest compared entry with this formula, charge and spin	0.174	eV
net charge	-2

---

This record from the Open Molecules 2025 dataset describes a cluster of 2 separate species, C5H11NO3 in total. The level of theory is wB97M-V/def2-TZVPD.

Each line ends with the natural charge from an NBO analysis.
CARTESIAN COORDINATES (ANGSTROEM)
O 0.99 0.72 0.72  -0.63
O 1.85 -0.24 -1.34  -0.62
O -0.33 -2.25 -1.14  -0.76
N 1.97 -1.49 0.60  -0.85
C -0.48 0.94 0.40  0.32
C -0.68 1.68 -0.89  -0.69
C -0.71 -1.17 -0.27  -0.32
C 1.47 -0.55 -0.24  0.87
C -1.21 1.13 1.51  -0.55
H 1.53 1.51 0.53  0.51
H -0.92 0.70 2.46  0.21
H -0.18 -1.88 -2.01  0.47
H -0.82 -1.60 0.73  0.15
H -2.19 1.59 1.44  0.22
H -1.69 -0.81 -0.59  0.16
H 1.58 -1.51 1.53  0.40
H -0.31 2.71 -0.81  0.21
H 2.07 -2.41 0.20  0.42
H -0.17 1.20 -1.72  0.24
H -1.75 1.73 -1.10  0.24

Computed properties:
ΔE to the lowest compared entry with this formula, charge and spin	5.999	eV
net charge	0

---

Copy entry 8 word for word.
This record from the Open Molecules 2025 dataset describes a cluster of 2 separate species, C5H11NO3 in total. The level of theory is wB97M-V/def2-TZVPD.

Each line ends with the natural charge from an NBO analysis.
CARTESIAN COORDINATES (ANGSTROEM)
O 0.99 0.72 0.72  -0.63
O 1.85 -0.24 -1.34  -0.62
O -0.33 -2.25 -1.14  -0.76
N 1.97 -1.49 0.60  -0.85
C -0.48 0.94 0.40  0.32
C -0.68 1.68 -0.89  -0.69
C -0.71 -1.17 -0.27  -0.32
C 1.47 -0.55 -0.24  0.87
C -1.21 1.13 1.51  -0.55
H 1.53 1.51 0.53  0.51
H -0.92 0.70 2.46  0.21
H -0.18 -1.88 -2.01  0.47
H -0.82 -1.60 0.73  0.15
H -2.19 1.59 1.44  0.22
H -1.69 -0.81 -0.59  0.16
H 1.58 -1.51 1.53  0.40
H -0.31 2.71 -0.81  0.21
H 2.07 -2.41 0.20  0.42
H -0.17 1.20 -1.72  0.24
H -1.75 1.73 -1.10  0.24

Computed properties:
ΔE to the lowest compared entry with this formula, charge and spin	5.999	eV
net charge	0

---

The lowest net charge belongs to which entry?
C13H4Cl5NO8RuS4SbSe

---

Repeat the fourth record exactly.
This record from the Open Molecules 2025 dataset describes a cluster of 2 separate species, C6H13N5O in total. The level of theory is wB97M-V/def2-TZVPD.

Each line ends with the natural charge from an NBO analysis.
CARTESIAN COORDINATES (ANGSTROEM)
O -5.51 3.00 -2.67  -0.47
N -4.88 0.80 -2.84  -0.06
N -3.95 0.06 -2.40  -0.06
N -4.57 2.04 -2.48  0.08
N 1.22 -0.86 -0.02  -0.62
N -3.11 0.74 -1.61  -0.28
C 2.92 -1.20 1.69  0.03
C -3.50 2.01 -1.71  0.10
C 0.29 0.08 -0.66  -0.41
C 1.92 -0.26 1.10  -0.25
C 4.20 -0.87 1.83  -0.41
C 2.37 -2.46 2.28  -0.65
H 1.92 -3.10 1.52  0.21
H -3.10 2.86 -1.17  0.22
H 3.17 -3.00 2.78  0.22
H -0.59 0.30 -0.05  0.17
H 0.65 -1.65 0.29  0.35
H -0.05 -0.37 -1.60  0.21
H 1.25 0.06 1.90  0.16
H 4.62 0.09 1.45  0.20
H 2.44 0.65 0.76  0.19
H 1.60 -2.21 3.02  0.21
H -5.01 3.85 -2.74  0.49
H 0.82 1.01 -0.90  0.18
H 4.89 -1.59 2.24  0.19

Computed properties:
SMILES	C=C(C)CNC.On1cnnn1
ΔE to the lowest compared entry with this formula, charge and spin	3.908	eV
net charge	0